# C7H16O

A 2-piece molecular cluster, C7H16O overall (ωB97M-V with the def2-TZVPD basis set, the Open Molecules 2025 dataset).

ORCA input file:
```
! wB97M-V def2-TZVPD RIJCOSX def2/J DEFGRID3
* xyz 0 1
C -0.40627 0.14584 0.94449
H 3.56357 -1.46190 0.37189
H -2.49419 0.00461 1.16666
H -1.79934 -1.00916 -0.19920
H 0.97135 -0.56030 -1.33095
H 0.71922 1.92095 1.26458
H 0.87534 -1.76283 1.45167
H -1.78215 -0.50765 -3.44285
H 3.42906 -1.31297 -1.19072
C 1.62031 -0.53824 -0.26412
H -2.37418 2.30602 1.11790
O -1.88180 -0.34799 -2.46730
C 0.86176 -0.66909 1.01895
H -1.55324 -1.62493 1.27159
C -0.22501 1.50223 0.97679
H 2.39212 -2.49480 -0.44987
H 1.70010 -0.21523 1.72096
H -1.12851 3.45637 0.72303
H -2.64967 0.23419 -2.57085
C -1.34153 2.34187 0.57123
C -1.63221 -0.55052 0.73152
H -1.52956 2.19685 -0.53227
H 1.88654 0.46522 -0.47447
C 2.77827 -1.51850 -0.40868
*
```

Computed properties:
**SMILES**: C/C=C(\C)CCC.O
**Gap between HOMO and LUMO**: 8.81 eV
**Relative energy (zero: lowest compared OMol25 entry of this formula, charge and spin)**: 2.893 eV

---

# C15H20N7O4Pd

C15H20N7O4Pd as an isolated structure (ωB97M-V with the def2-TZVPD basis set, the Open Molecules 2025 dataset).

ORCA input file:
```
! wB97M-V def2-TZVPD RIJCOSX def2/J DEFGRID3
* xyz 1 3
H 0.05211 -3.98007 -1.30555
H 2.91901 1.33103 4.01365
H -1.16169 3.40463 -0.71415
C -3.86869 2.80673 0.69615
C 5.80801 -3.42707 -0.42475
O 1.77161 -1.58787 1.66645
O 1.71791 -0.26197 3.41065
C -2.38069 -1.02597 -1.02975
H -4.91949 2.06453 -1.01715
H -1.36769 0.78343 -2.28375
C -1.11379 -1.03047 -0.45455
H -4.61399 3.57383 0.88195
C 1.92181 -0.46677 2.13315
C -0.76199 2.45053 -1.04355
C 1.87031 1.02273 4.01035
N 3.81431 -2.10377 -0.84245
H -0.77229 -0.20837 0.16145
H 0.11451 2.63623 -1.65855
H 1.53901 0.89053 5.03825
H 2.07991 1.17843 -0.56125
H -2.12299 2.32753 -2.70065
O -4.41959 -0.17217 -0.25025
H 1.23901 1.77083 3.52425
C -1.90499 -3.22647 -1.86685
C -0.65259 -3.13957 -1.27825
N 2.50191 0.43263 -0.00915
C -2.78159 -2.15847 -1.73395
N -0.27549 -2.05137 -0.59435
Pd 1.77861 -2.02747 -0.64835
H 3.51451 0.42283 -0.16515
C -3.91479 2.42003 -0.77645
N -2.97699 1.34833 -1.09325
N 4.96691 -0.87767 1.90875
H 2.67361 1.41273 1.80995
N 2.20801 0.63153 1.35695
H -3.67959 3.27433 -1.41105
H -2.19039 -4.10837 -2.41805
C 4.98841 -1.61827 1.03255
O 3.34591 -2.68657 -1.88015
N 6.60441 -4.19607 -0.71445
H -4.10249 1.94263 1.31225
H -0.46699 1.88823 -0.16045
H -3.77659 -2.20627 -2.14915
C -3.35649 0.09963 -0.76945
C -1.80489 1.69293 -1.86555
H -2.89099 3.19273 0.97415
C 4.84781 -2.43827 -0.11035
*
```

Computed properties:
**Gap between HOMO and LUMO (spin up / spin down)**: 8.17 / 6.67 eV
**Relative energy (zero: lowest compared OMol25 entry of this formula, charge and spin)**: 1.069 eV

---

# C18H14Cl5N6O3PdS2

C18H14Cl5N6O3PdS2 as an isolated structure (ωB97M-V with the def2-TZVPD basis set, the Open Molecules 2025 dataset).

ORCA input file:
```
! wB97M-V def2-TZVPD RIJCOSX def2/J DEFGRID3
* xyz 1 5
C 2.69423 -1.06339 -1.60376
H -2.02688 5.53571 0.06016
H -3.11784 5.14367 -2.09712
C 3.95175 -1.45890 -1.98761
O 1.70139 3.66162 1.70199
C -4.11164 3.84090 -0.72040
C -0.16251 -3.19076 1.53667
C -1.40396 -1.48771 2.27599
Cl 2.87884 -0.97069 2.38704
Cl 4.37763 -1.64099 -3.62568
H -1.68385 -5.83498 3.10537
C 4.91716 -1.73331 -0.97841
Cl 5.77652 -1.94464 1.59250
H 0.08542 -7.01916 1.87158
C -2.86456 4.27425 -1.48271
C -1.06977 -3.89962 2.35033
N -2.66977 0.98258 -1.50385
Cl 1.50152 -0.77758 -2.78216
C -0.98828 -5.29099 2.48120
N -1.93884 0.14669 -0.87118
C 2.33803 -0.89620 -0.22447
H -3.23385 2.89368 -3.13189
C 4.59910 -1.60368 0.42368
S -1.87808 0.10590 2.44444
N -1.87738 2.01075 -1.85982
C 0.00053 -5.94387 1.78802
O 1.62089 1.96050 0.35517
Cl 6.44806 -2.22384 -1.41224
H -4.39389 4.60285 0.00639
H -0.81655 4.92896 -1.06249
C 0.90611 -5.24375 0.95777
N 1.37330 2.52611 1.50537
C -0.64804 1.76034 -1.43672
C -2.41475 3.22391 -2.49695
C -1.73706 4.66907 -0.53304
Pd 0.71962 -0.02481 0.77325
H 1.50799 -3.34291 0.17431
H -1.61879 3.61247 -3.13111
N -0.36098 -1.84574 1.51211
C 0.83361 -3.88578 0.82291
H -1.50900 3.86507 0.17353
H 0.20381 2.40709 -1.56047
S -2.18612 -2.81422 3.06059
C 3.34278 -1.19482 0.74653
H -4.95923 3.68230 -1.38878
O 0.83533 1.78424 2.36071
N -0.66174 0.60180 -0.82162
H 1.66105 -5.79935 0.41764
H -3.94135 2.91121 -0.17281
*
```

Computed properties:
**Gap between HOMO and LUMO (spin up / spin down)**: 7.90 / 4.86 eV

---

# C36H35FN3Re

C36H35FN3Re as an isolated structure (ωB97M-V with the def2-TZVPD basis set, the Open Molecules 2025 dataset).

ORCA input file:
```
! wB97M-V def2-TZVPD RIJCOSX def2/J DEFGRID3
* xyz 3 2
C 2.43115 -0.03155 3.47549
H 1.45814 -3.50349 -4.39433
H -2.16641 -4.49226 -0.79643
C 1.22029 -2.43463 2.71013
H -2.10733 2.84805 -1.63983
H 4.25414 -1.16749 3.52177
C -2.23784 -3.02089 1.57242
C -1.09669 2.64001 -1.99451
H 0.74602 -3.36574 2.42365
H 1.10755 1.03158 -2.48067
H -0.76643 3.49136 -2.59013
H -1.37830 5.70462 2.05990
C 0.39277 1.10631 -3.30673
H -0.22832 -2.02965 -3.31389
C -2.15049 0.93179 1.61877
H -3.29090 4.02219 2.39213
C -0.46475 2.50239 1.33891
C 0.43861 -1.27754 2.85725
C 3.35367 3.13921 -0.14497
H 3.32959 0.98930 -0.39601
H -3.97669 -2.55508 -0.48524
H 2.90483 0.88508 3.80311
C -3.04160 1.93290 2.00592
H -1.69884 -3.65393 2.27919
C 1.35585 4.05606 0.85190
C -2.61112 3.23776 2.08157
C -3.90673 -0.88493 -1.81310
N 1.57566 1.67266 0.45185
H 4.16788 -2.89411 -1.10692
C 2.58610 -2.39297 2.96342
N -0.88476 1.20172 1.30262
H -0.80038 -4.87771 0.24459
H -0.53761 -4.02734 -1.28193
C -1.40833 -2.79395 0.30596
H -1.63306 1.53500 -3.71753
C 0.51864 5.12855 1.31248
H 0.47785 0.21322 -3.92256
H -4.06000 1.66405 2.24856
H 3.17864 -3.29487 2.88335
N 0.19937 -0.73244 -0.91419
H 4.33983 3.25196 -0.57290
H 3.63055 -3.91857 -3.31982
C -1.75451 0.21151 -2.12632
C 2.79554 1.86734 -0.05589
H 0.70906 1.94756 -3.92388
C 3.23223 -2.69631 -1.61142
C 0.73620 -2.20537 -2.85625
C -1.20759 -4.12269 -0.42892
C 2.64761 4.22973 0.31466
H -3.16609 -3.54378 1.34392
C 0.86193 2.75435 0.89328
H 3.07581 5.22320 0.25288
C -1.23151 -0.72573 -1.21821
H -0.42743 2.56640 -1.13360
C 3.18967 -1.19513 3.32598
C -3.11612 0.08927 -2.40183
C -3.35222 -1.78875 -0.92375
C 1.68059 -3.03177 -3.44711
C -1.28338 3.55803 1.73456
H 0.44527 0.78400 3.53949
C 1.05471 -0.07517 3.28386
C 2.91023 -3.26869 -2.84164
Re 0.62038 -0.10320 0.75960
C -1.03153 1.35863 -2.82327
C 2.27393 -1.88370 -1.07862
H -2.45622 -0.10339 1.54226
C -1.99698 -1.73783 -0.61160
C 1.04793 -1.60028 -1.64440
H 0.91514 6.13549 1.30133
C -0.74523 4.89036 1.73193
H -0.40618 -2.45203 0.62711
H -0.64570 -1.36186 2.85869
H -3.56590 0.77713 -3.10672
F 2.44382 -1.29237 0.19488
H -4.95763 -0.94774 -2.06337
H -2.51635 -2.09389 2.07913
*
```

Computed properties:
**Gap between HOMO and LUMO (spin up / spin down)**: 6.11 / 6.33 eV
**Relative energy (zero: lowest compared OMol25 entry of this formula, charge and spin)**: 0.000 eV